Density functional theory data (ωB97M-V/def2-TZVPD) for a cluster of 13 separate species, C52H143N13O13 in total in a non-equilibrium geometry.

```
221
Properties=species:S:1:pos:R:3:forces:R:3
C -5.800 -0.056 -3.932 0.37 0.70 0.90
C -5.877 -1.461 -3.343 0.53 -0.03 -0.61
C -6.101 -1.476 -1.850 -0.12 -0.46 0.11
O -4.880 -1.110 -1.230 -0.18 0.06 0.35
C -5.042 -0.950 0.163 -0.35 1.33 0.17
N -6.785 -2.284 -4.127 -0.57 0.15 -0.25
H -5.165 0.544 -3.269 0.37 -0.13 -0.26
H -6.725 0.524 -3.924 -0.37 -0.57 -0.21
H -5.370 -0.054 -4.932 -0.06 -0.02 -0.03
H -4.874 -1.898 -3.433 0.09 0.23 0.02
H -6.336 -2.504 -1.539 -0.24 0.04 0.02
H -6.904 -0.806 -1.519 -0.04 0.01 -0.08
H -4.140 -0.491 0.567 0.32 -0.63 0.03
H -5.396 -1.830 0.704 0.42 -0.35 -0.15
H -5.782 -0.168 0.388 -0.27 -0.07 -0.27
H -6.299 -2.686 -4.913 -0.13 -0.12 -0.01
H -7.333 -2.992 -3.664 0.26 -0.01 0.31
C -5.834 0.459 7.082 -0.64 0.27 -0.07
C -4.443 1.013 6.785 0.19 -1.63 -1.00
C -3.554 1.270 7.984 -0.84 1.22 0.25
O -3.302 0.087 8.690 0.50 -0.64 -0.33
C -2.670 0.329 9.934 -0.63 1.63 -0.30
N -3.844 0.014 5.847 0.17 0.17 0.39
H -6.414 0.839 7.926 0.48 0.57 0.07
H -5.828 -0.617 7.266 0.24 -0.04 -0.27
H -6.416 0.686 6.188 -0.22 -0.43 0.05
H -4.518 1.841 6.076 -0.09 0.80 0.97
H -4.073 2.000 8.624 -0.19 -0.12 0.23
H -2.666 1.842 7.687 0.48 -0.55 -0.11
H -2.227 -0.550 10.388 -0.22 -0.23 -0.25
H -3.430 0.807 10.566 0.16 -0.39 0.47
H -1.919 1.119 9.804 0.34 -0.31 0.03
H -2.844 0.193 5.847 0.03 -0.30 -0.23
H -3.992 -0.916 6.224 0.26 -0.01 0.04
C -1.588 4.003 -2.331 -0.07 0.47 -2.01
C -0.539 4.580 -3.314 1.78 -0.27 0.84
C -0.219 6.043 -3.022 -0.08 -0.63 1.26
O -1.323 6.876 -3.293 0.23 0.81 -0.29
C -1.541 7.088 -4.679 0.13 -0.81 0.01
N 0.667 3.702 -3.089 -0.25 1.67 0.73
H -1.205 4.164 -1.328 -0.11 -0.27 0.10
H -1.670 2.957 -2.625 -0.06 -0.25 0.61
H -2.579 4.435 -2.475 0.02 0.22 0.22
H -0.685 4.466 -4.391 -1.09 1.10 0.81
H 0.727 6.414 -3.437 -0.14 -0.09 -0.62
H -0.047 6.073 -1.940 -0.16 0.34 0.02
H -0.682 7.486 -5.232 0.25 0.17 0.37
H -2.376 7.766 -4.824 -0.11 -0.06 0.21
H -1.750 6.111 -5.121 -0.34 0.16 -0.37
H 1.468 4.166 -3.512 -0.11 -0.10 0.06
H 0.522 2.875 -3.661 0.50 0.02 1.28
C 3.175 -0.134 5.612 1.28 0.39 0.64
C 3.719 0.218 4.217 -0.80 -0.90 0.56
C 3.711 -1.098 3.392 0.62 -0.02 -0.59
O 4.407 -2.172 4.016 0.27 -0.02 0.15
C 5.800 -1.993 4.073 0.41 0.65 1.26
N 2.919 1.299 3.660 0.03 0.13 -1.04
H 3.167 0.746 6.261 -0.22 0.13 -0.15
H 3.842 -0.822 6.135 -0.03 -0.16 -0.21
H 2.187 -0.592 5.624 -0.08 0.13 -0.45
H 4.774 0.502 4.137 0.09 0.06 1.02
H 4.263 -0.900 2.462 -0.41 0.07 -0.32
H 2.751 -1.555 3.162 -0.35 0.54 0.09
H 6.306 -2.909 4.376 -0.28 -0.39 -0.70
H 6.103 -1.338 4.905 -0.31 0.32 -0.05
H 6.222 -1.521 3.183 -0.05 -0.39 -0.34
H 2.563 1.972 4.325 -0.01 -0.47 0.49
H 3.484 1.878 3.046 -0.20 -0.21 -0.34
C 4.762 0.240 -1.164 -0.19 -0.43 1.60
C 5.946 -0.356 -1.869 -0.16 -0.59 -0.12
C 5.724 -1.838 -2.264 -0.54 0.60 0.27
O 5.374 -2.569 -1.096 0.25 -0.58 0.01
C 6.493 -2.954 -0.285 -0.54 0.77 -1.02
N 6.233 0.545 -2.991 0.62 -1.28 -0.24
H 5.053 1.228 -0.800 -0.11 0.08 -0.05
H 4.506 -0.345 -0.274 -0.23 0.01 -0.12
H 3.873 0.328 -1.793 0.28 -0.01 0.11
H 6.787 -0.497 -1.182 0.19 0.91 -0.05
H 6.628 -2.236 -2.731 0.03 -0.06 -0.05
H 4.874 -1.978 -2.936 0.05 0.13 -0.14
H 6.199 -3.806 0.319 -0.01 0.06 0.12
H 6.783 -2.088 0.312 0.23 -0.26 0.37
H 7.310 -3.216 -0.962 0.22 -0.20 0.26
H 5.425 0.391 -3.587 0.14 0.54 -0.31
H 6.197 1.486 -2.622 0.02 0.20 -0.30
C 2.304 -0.308 -3.429 -0.53 -0.18 0.72
C 1.274 -0.652 -4.486 -1.02 0.25 -0.50
C 0.877 0.547 -5.335 0.08 0.25 -1.50
O 0.135 1.538 -4.658 0.16 -0.90 0.59
C -0.164 2.716 -5.354 -0.62 -0.49 -1.65
N 1.655 -1.791 -5.314 0.62 -0.07 0.24
H 2.198 0.723 -3.078 0.06 0.09 -0.55
H 3.336 -0.482 -3.738 -0.11 -0.03 -0.26
H 2.108 -0.868 -2.509 0.29 -0.37 -0.23
H 0.299 -0.946 -4.084 0.27 0.02 0.82
H 0.205 0.168 -6.119 0.25 -0.05 -0.20
H 1.760 0.987 -5.825 0.01 0.08 0.04
H 0.674 3.420 -5.374 -0.46 -0.59 -0.02
H -1.001 3.163 -4.820 0.04 -0.80 -0.73
H -0.482 2.562 -6.391 -0.01 -0.47 -0.09
H 2.607 -1.755 -5.656 0.00 0.18 0.01
H 1.038 -1.968 -6.094 -0.14 0.10 0.08
C 4.036 3.654 -2.441 -0.24 -0.54 -0.41
C 4.642 3.513 -3.849 2.16 1.03 0.47
C 4.034 4.360 -4.961 -0.72 -0.12 0.76
O 2.685 3.985 -5.232 0.07 0.09 -0.52
C 2.176 4.846 -6.215 0.38 1.91 -1.24
N 6.063 3.998 -3.747 -0.13 0.40 -0.03
H 3.015 3.270 -2.425 -0.05 0.15 0.10
H 4.054 4.656 -2.010 -0.14 0.34 -0.63
H 4.608 3.084 -1.710 0.14 -0.27 -0.32
H 4.849 2.473 -4.090 -1.01 -0.19 -0.29
H 4.654 4.399 -5.862 -0.07 -0.64 -0.19
H 4.060 5.405 -4.622 -0.22 0.08 0.24
H 1.150 4.785 -6.586 -0.01 -1.09 0.67
H 2.782 4.821 -7.130 0.16 -0.21 0.07
H 2.204 5.900 -5.898 0.31 -0.06 0.33
H 6.552 3.830 -4.623 -0.02 -0.32 0.06
H 6.054 5.016 -3.695 0.01 -0.04 0.34
C 0.789 -5.311 -0.561 -1.01 0.42 -0.35
C 0.779 -3.934 0.142 0.53 -0.83 0.55
C 1.422 -3.989 1.528 0.69 0.48 0.77
O 0.895 -5.011 2.354 -0.06 0.12 -0.34
C 1.328 -4.899 3.697 0.25 -0.70 -0.50
N 1.406 -2.929 -0.717 -0.15 0.08 0.36
H 0.339 -5.132 -1.537 0.61 -0.07 -0.31
H 0.137 -6.101 -0.181 0.09 0.30 0.75
H 1.784 -5.743 -0.657 0.15 0.27 -0.07
H -0.219 -3.545 0.361 -0.34 -0.49 -0.42
H 1.282 -3.024 2.038 -0.33 0.18 -0.10
H 2.521 -4.067 1.522 0.04 -0.32 -0.52
H 1.023 -3.944 4.132 -0.14 -0.10 0.20
H 2.414 -5.006 3.787 0.10 0.29 -0.17
H 0.923 -5.787 4.183 -0.30 0.36 0.38
H 2.420 -3.030 -0.706 -0.02 -0.15 -0.14
H 1.256 -2.024 -0.273 0.35 0.00 -0.21
C -5.921 3.469 0.661 0.76 -0.22 -0.62
C -5.345 4.177 1.868 -1.45 0.50 1.22
C -3.826 4.065 1.926 -0.20 -0.80 -0.77
O -3.431 2.694 1.851 0.18 0.15 0.33
C -2.452 2.336 2.791 0.41 -0.77 0.51
N -5.825 5.584 1.873 0.62 0.28 -1.36
H -5.430 3.956 -0.191 -0.53 -0.14 -0.37
H -7.006 3.455 0.584 -0.01 0.63 0.09
H -5.643 2.415 0.601 0.33 0.08 0.29
H -5.909 3.802 2.730 0.93 -0.61 0.35
H -3.379 4.557 2.790 -0.14 0.06 0.09
H -3.439 4.503 0.997 0.02 0.50 0.17
H -1.521 2.916 2.781 -0.24 0.48 -0.25
H -2.108 1.320 2.598 -0.29 -0.04 -0.19
H -2.847 2.327 3.813 -0.08 0.20 0.02
H -5.253 6.217 2.425 0.04 -0.40 0.41
H -5.655 5.932 0.927 -0.32 0.10 0.06
C 1.179 4.564 0.744 -0.28 -1.33 1.37
C 2.698 4.290 0.751 -1.39 1.90 -0.64
C 3.379 4.996 1.907 1.10 -0.11 0.00
O 4.777 4.690 1.938 0.29 -1.16 0.47
C 5.541 5.172 0.866 -0.02 1.18 -0.07
N 2.954 2.867 0.706 0.45 0.53 0.23
H 0.791 4.538 1.772 0.17 0.73 0.11
H 0.635 3.675 0.410 0.21 0.22 -0.89
H 0.875 5.458 0.210 -0.01 0.01 0.05
H 3.004 4.889 -0.121 0.52 -0.68 -0.36
H 2.951 4.684 2.862 0.21 -0.08 0.04
H 3.381 6.092 1.853 -0.89 -0.01 -0.27
H 5.251 4.818 -0.123 -0.15 -0.28 0.01
H 6.602 4.972 1.003 -0.11 -0.46 0.33
H 5.482 6.270 0.847 -0.15 0.08 -0.16
H 3.962 2.742 0.676 -0.05 -0.27 -0.13
H 2.539 2.519 -0.150 0.18 -0.16 -0.05
C -2.893 -4.267 -0.672 0.33 -1.27 -0.55
C -2.202 -3.760 -1.950 -1.25 0.42 0.17
C -2.952 -4.221 -3.209 0.14 -0.12 -1.35
O -2.172 -4.110 -4.409 -0.20 0.23 0.62
C -1.700 -2.777 -4.624 -0.02 -0.93 -0.60
N -2.031 -2.311 -1.932 0.74 0.18 0.23
H -2.247 -4.219 0.204 -0.06 0.40 0.00
H -3.087 -5.339 -0.801 -0.11 -0.02 0.13
H -3.859 -3.800 -0.478 0.10 0.30 -0.06
H -1.183 -4.126 -2.043 -0.11 -0.40 0.09
H -3.884 -3.690 -3.442 -0.03 0.42 0.71
H -3.263 -5.268 -3.241 0.31 -0.12 0.67
H -0.711 -2.709 -4.170 -0.04 0.42 -0.11
H -2.378 -2.039 -4.195 0.17 0.04 -0.22
H -1.648 -2.699 -5.713 0.20 0.30 -0.02
H -1.243 -2.149 -1.316 -0.10 0.45 -0.08
H -2.827 -1.752 -1.648 -0.21 -0.36 0.18
C 0.452 0.945 -1.025 0.19 -0.63 0.99
C 0.572 0.523 0.453 -0.11 0.51 -0.24
C -0.621 -0.334 0.895 0.90 0.50 -0.45
O -0.570 -0.499 2.292 -0.71 0.08 0.55
C -1.577 -1.386 2.760 0.63 -1.42 -0.74
N 1.824 -0.223 0.697 -0.35 0.10 0.78
H 0.271 0.054 -1.630 -0.02 0.14 -0.19
H 1.416 1.374 -1.300 -0.21 0.07 -0.29
H -0.332 1.683 -1.181 0.02 -0.03 -0.02
H 0.636 1.437 1.052 -0.50 0.02 0.18
H -0.521 -1.302 0.391 -0.18 -0.16 0.06
H -1.548 0.135 0.550 -0.18 0.02 0.18
H -1.337 -2.392 2.386 0.05 -0.13 -0.11
H -2.581 -1.216 2.367 -0.05 0.68 0.22
H -1.559 -1.517 3.839 -0.01 0.71 0.10
H 1.700 -0.510 1.671 0.07 -0.38 -0.12
H 2.562 0.463 0.853 -0.01 0.09 -0.45
C -2.954 -9.711 2.586 -0.98 -0.48 -0.57
C -1.984 -9.012 1.636 -0.30 -0.83 0.55
C -1.538 -7.685 2.241 0.11 -0.56 0.41
O -2.687 -6.883 2.474 1.21 0.13 -0.97
C -2.330 -5.569 2.866 -1.00 0.42 1.11
N -0.854 -9.922 1.458 0.77 0.49 0.12
H -3.910 -9.184 2.602 0.22 0.32 0.51
H -2.555 -9.925 3.576 0.11 0.47 0.07
H -3.265 -10.691 2.203 0.39 -0.04 -0.26
H -2.530 -8.845 0.702 0.06 0.34 -0.09
H -0.760 -7.194 1.648 -0.32 0.24 -0.35
H -1.047 -7.876 3.205 0.01 -0.25 0.09
H -2.526 -5.517 3.946 -0.16 0.32 -0.03
H -2.999 -4.885 2.340 0.02 0.08 0.14
H -1.306 -5.200 2.769 0.12 -0.74 -0.68
H -0.081 -9.495 0.960 -0.08 0.06 -0.04
H -1.085 -10.775 0.970 -0.30 0.05 0.01
```
Forces are in eV/Å.

## Properties
* HOMO energy: -8.267 eV
* energy relative to the best compared isomer or geometry (same formula, charge and spin): 115.8 kcal per mole
* net charge: 0
* total energy: -102221.085 eV
* frontier orbital gap: 8.65 eV